[1]
C31H32AgN7O2PTe | ωB97M-V/def2-TZVPD

Total charge: -1
F_max (eV/Å): 2.3
LUMO level (eV): 2.39
Frontier orbital gap (eV): 6.1

Positions of all 75 atoms, in Å:
Ag1 0.342 -2.091 1.970
C1 3.025 2.728 -2.675
N1 2.303 1.524 -2.963
C2 2.793 0.463 -3.744
C3 1.782 -0.439 -3.790
N2 0.720 -0.071 -3.014
C4 1.084 1.115 -2.467
P1 0.184 2.388 -1.566
C5 -1.587 2.001 -1.436
N3 -2.171 1.616 -0.298
C6 -3.499 1.659 -0.514
C7 -3.768 2.016 -1.786
N4 -2.555 2.221 -2.403
C8 -2.329 2.530 -3.847
C9 0.767 1.937 0.100
N5 1.828 1.177 0.135
C10 2.337 1.307 1.404
C11 1.559 2.173 2.111
N6 0.562 2.594 1.244
C12 -0.445 3.565 1.573
H1 3.143 3.352 -3.553
H2 4.064 2.480 -2.354
H3 2.510 3.288 -1.859
H4 3.740 0.505 -4.270
H5 1.752 -1.397 -4.294
H6 -4.217 1.448 0.230
H7 -4.668 2.208 -2.369
H8 -1.423 3.108 -3.989
H9 -3.120 3.178 -4.135
H10 -2.350 1.660 -4.459
H11 3.295 0.808 1.612
H12 1.612 2.616 3.100
H13 -0.368 4.548 1.121
H14 -0.485 3.725 2.628
H15 -1.389 3.116 1.232
O1 3.751 -1.236 4.631
C13 2.650 -1.384 4.050
O2 2.371 -2.052 3.027
C14 1.440 -0.555 4.673
C15 1.656 0.232 5.879
C16 0.723 1.086 6.288
C17 -0.446 1.196 5.538
C18 -1.469 2.104 5.924
C19 -2.637 2.144 5.225
C20 -2.799 1.377 4.002
C21 -1.792 0.558 3.595
C22 -0.620 0.430 4.375
N7 0.335 -0.493 3.995
H16 2.576 0.077 6.418
H17 0.842 1.786 7.132
H18 -1.281 2.796 6.727
H19 -3.462 2.834 5.496
H20 -3.758 1.362 3.518
H21 -1.893 0.038 2.681
C23 1.681 -4.393 -4.656
C24 0.696 -4.153 -3.531
C25 0.912 -4.737 -2.259
C26 0.138 -4.345 -1.166
C27 0.473 -4.936 0.213
C28 -0.825 -3.308 -1.298
Te1 -1.733 -2.347 0.477
C29 -1.125 -2.831 -2.563
C30 -2.224 -1.836 -2.824
C31 -0.321 -3.204 -3.641
H22 1.396 -5.222 -5.299
H23 2.627 -4.630 -4.290
H24 1.789 -3.441 -5.247
H25 1.617 -5.503 -2.089
H26 0.852 -5.968 0.109
H27 -0.464 -4.900 0.748
H28 1.226 -4.329 0.655
H29 -1.969 -0.934 -2.238
H30 -3.219 -2.217 -2.484
H31 -2.294 -1.419 -3.842
H32 -0.449 -2.707 -4.626

[2]
C31H32AsN6O6Re | ωB97M-V/def2-TZVPD

Total charge: +3
F_max (eV/Å): 0.5
Energy relative to the best compared isomer or geometry (same formula, charge and spin) (kcal/mol): 2.1
LUMO level (alpha / beta) (eV): -8.63 / -10.11
Multiplicity: 4
Frontier orbital gap (alpha / beta) (eV): 7.7 / 6.2

Positions of all 77 atoms, in Å:
Re1 0.533 0.036 0.983
O1 0.974 1.904 1.474
N1 0.000 2.792 1.543
N2 -1.137 2.279 1.398
O2 -1.252 0.970 1.164
C1 -2.337 3.063 1.433
C2 -2.320 4.280 2.105
C3 -3.481 5.033 2.097
C4 -4.613 4.567 1.438
C5 -4.598 3.344 0.778
C6 -3.450 2.570 0.767
H1 -1.432 4.632 2.610
H2 -3.504 5.985 2.609
H3 -5.516 5.163 1.439
H4 -5.483 2.993 0.266
H5 -3.416 1.619 0.248
O3 3.608 -4.919 0.127
C7 2.328 -5.093 -0.144
O4 1.889 -6.060 -0.693
C8 1.366 -4.002 0.247
C9 -0.009 -4.142 0.098
N3 -0.581 -2.980 0.421
N4 0.339 -2.066 0.786
C10 1.529 -2.692 0.674
C11 2.727 -1.850 0.959
O5 3.827 -2.295 1.125
O6 2.403 -0.565 1.031
H6 3.813 -4.076 0.570
H7 -0.579 -5.000 -0.227
H8 -1.561 -2.751 0.388
N5 1.442 -0.648 6.645
C12 0.895 0.514 5.840
C13 0.196 0.121 4.539
N6 1.059 -0.202 3.390
H9 1.868 -0.307 7.513
H10 2.168 -1.172 6.153
H11 0.707 -1.306 6.915
H12 1.733 1.188 5.665
H13 0.187 1.017 6.498
H14 -0.417 0.983 4.269
H15 -0.504 -0.701 4.700
H16 1.508 -1.109 3.479
H17 1.809 0.480 3.289
C14 2.357 -3.821 -3.133
C15 0.978 -3.698 -3.235
C16 0.344 -2.548 -2.778
C17 1.107 -1.527 -2.221
C18 2.495 -1.638 -2.133
C19 3.117 -2.790 -2.589
As1 0.292 0.084 -1.572
C20 -1.569 0.078 -2.060
C21 -2.557 -0.445 -1.229
C22 -3.870 -0.517 -1.667
C23 -4.199 -0.059 -2.939
C24 -3.222 0.489 -3.756
C25 -1.906 0.562 -3.319
C26 1.179 1.521 -2.468
C27 1.509 1.301 -3.806
C28 2.120 2.311 -4.531
C29 2.413 3.524 -3.921
C30 2.095 3.733 -2.586
C31 1.475 2.732 -1.853
H18 2.845 -4.719 -3.490
H19 0.396 -4.492 -3.683
H20 -0.731 -2.448 -2.882
H21 3.095 -0.822 -1.742
H22 4.194 -2.880 -2.534
H23 -2.331 -0.735 -0.207
H24 -4.638 -0.920 -1.020
H25 -5.222 -0.121 -3.286
H26 -3.480 0.862 -4.738
H27 -1.150 0.994 -3.967
H28 1.299 0.351 -4.284
H29 2.375 2.148 -5.569
H30 2.894 4.309 -4.489
H31 2.334 4.675 -2.112
H32 1.243 2.912 -0.815

[3]
C31H32BF3N4O3 | ωB97M-V/def2-TZVPD

F_max (eV/Å): 3.8
LUMO level (eV): -3.04
Frontier orbital gap (eV): 3.4

Positions of all 74 atoms, in Å:
C1 4.093 1.505 0.073
N1 2.816 1.865 0.643
C2 2.399 3.164 0.714
O1 3.049 4.148 0.367
C3 1.000 3.153 1.336
C4 -0.077 3.716 0.398
C5 0.174 5.163 0.019
C6 0.398 5.516 -1.317
C7 0.739 6.831 -1.646
C8 0.797 7.808 -0.643
C9 0.535 7.462 0.689
C10 0.208 6.142 1.017
N2 0.811 1.735 1.669
C11 -0.289 1.294 2.307
C12 -0.494 -0.042 2.641
C13 -1.566 -0.528 3.367
C14 -1.776 -1.926 3.638
C15 -0.828 -2.915 3.268
C16 -1.058 -4.271 3.558
N3 -0.067 -5.235 3.205
O2 -0.303 -6.440 3.448
O3 0.998 -4.849 2.664
C17 -2.242 -4.692 4.184
C18 -3.194 -3.732 4.532
C19 -2.973 -2.381 4.275
C20 1.925 0.871 1.232
C21 1.508 -0.145 0.151
C22 2.634 0.148 2.387
H1 4.593 2.405 -0.291
H2 4.728 1.021 0.825
H3 3.950 0.808 -0.761
H4 1.022 3.773 2.254
H5 -0.108 3.096 -0.513
H6 -1.053 3.618 0.906
H7 0.348 4.737 -2.082
H8 0.960 7.087 -2.686
H9 1.051 8.839 -0.897
H10 0.583 8.212 1.482
H11 0.009 5.847 2.052
H12 -1.037 2.054 2.563
H13 0.241 -0.758 2.291
H14 -2.325 0.179 3.712
H15 0.097 -2.658 2.754
H16 -2.383 -5.751 4.374
H17 -4.118 -4.054 5.010
H18 -3.717 -1.629 4.543
H19 1.106 0.381 -0.726
H20 2.390 -0.727 -0.143
H21 0.746 -0.836 0.517
H22 3.023 0.879 3.111
H23 1.962 -0.531 2.920
H24 3.464 -0.446 1.979
C23 0.444 -2.610 9.518
N4 0.925 -1.998 8.303
C24 0.477 -0.834 7.710
B1 -0.726 -0.030 8.464
F1 -0.971 1.118 7.708
F2 -1.806 -0.940 8.454
F3 -0.233 0.254 9.757
C25 1.205 -0.596 6.552
C26 2.180 -1.655 6.440
C27 1.956 -2.529 7.546
C28 2.696 -3.676 7.778
C29 3.711 -3.989 6.859
C30 3.967 -3.134 5.771
C31 3.227 -1.958 5.568
H25 1.024 -3.522 9.674
H26 0.574 -1.945 10.379
H27 -0.619 -2.862 9.439
H28 1.112 0.225 5.849
H29 2.478 -4.297 8.644
H30 4.302 -4.893 7.004
H31 4.765 -3.395 5.072
H32 3.452 -1.258 4.759

[4]
C31H32BaN7O2S | ωB97M-V/def2-TZVPD

Total charge: +1
F_max (eV/Å): 0.9
Energy relative to the best compared isomer or geometry (same formula, charge and spin) (kcal/mol): 13.7
LUMO level (eV): -2.79
Frontier orbital gap (eV): 6.0

Positions of all 74 atoms, in Å:
Ba1 -0.372 -0.008 -0.029
C1 3.456 -3.678 2.107
C2 4.112 -2.485 2.381
C3 3.430 -1.278 2.364
C4 2.058 -1.233 2.083
C5 1.409 -2.446 1.796
C6 2.101 -3.649 1.812
N1 1.356 -0.031 1.922
C7 1.416 1.025 2.729
C8 2.075 1.029 4.004
C9 2.123 2.135 4.801
C10 1.514 3.355 4.434
C11 0.804 3.391 3.272
C12 0.710 2.262 2.429
N2 -0.139 2.299 1.326
N3 -0.886 3.298 1.130
C13 -1.772 3.189 -0.011
C14 -2.643 4.269 -0.162
C15 -3.526 4.257 -1.227
C16 -3.527 3.178 -2.110
C17 -2.636 2.146 -1.884
N4 -1.775 2.156 -0.857
H1 3.997 -4.614 2.132
H2 5.171 -2.493 2.608
H3 3.967 -0.356 2.550
H4 0.341 -2.488 1.583
H5 1.569 -4.569 1.605
H6 2.546 0.118 4.344
H7 2.642 2.067 5.750
H8 1.597 4.219 5.077
H9 0.282 4.288 2.967
H10 -2.602 5.083 0.546
H11 -4.209 5.083 -1.369
H12 -4.202 3.140 -2.952
H13 -2.602 1.289 -2.548
C18 1.340 -3.510 -2.993
C19 1.621 -2.285 -2.176
O1 0.714 -1.686 -1.585
N5 2.880 -1.834 -2.103
C20 3.237 -0.659 -1.315
C21 2.899 0.658 -1.978
C22 3.697 1.140 -3.007
C23 3.394 2.362 -3.584
C24 2.305 3.069 -3.105
C25 1.568 2.516 -2.071
N6 1.845 1.338 -1.513
H14 0.489 -4.025 -2.554
H15 2.193 -4.185 -3.045
H16 1.080 -3.206 -4.008
H17 3.603 -2.351 -2.573
H18 4.311 -0.716 -1.141
H19 2.759 -0.722 -0.337
H20 4.553 0.566 -3.337
H21 4.006 2.760 -4.383
H22 2.031 4.032 -3.510
H23 0.715 3.046 -1.662
C26 -1.517 -0.786 3.613
O2 -1.614 0.140 2.535
H24 -2.445 -0.828 4.184
H25 -0.681 -0.535 4.271
H26 -1.334 -1.766 3.176
H27 -1.807 1.019 2.873
S1 -3.270 -1.592 0.491
C27 -4.154 -1.985 -0.883
N7 -5.510 -2.098 -0.788
C28 -6.349 -2.404 -1.810
C29 -5.855 -2.618 -3.056
C30 -4.458 -2.511 -3.232
C31 -3.635 -2.204 -2.189
H28 -5.896 -1.943 0.134
H29 -7.393 -2.458 -1.543
H30 -6.521 -2.864 -3.868
H31 -4.025 -2.682 -4.209
H32 -2.564 -2.139 -2.324

[5]
C31H32ClMnN4O4S | ωB97M-V/def2-TZVPD

F_max (eV/Å): 2.3
Energy relative to the best compared isomer or geometry (same formula, charge and spin) (kcal/mol): 0.0
LUMO level (alpha / beta) (eV): -1.68 / -0.12
Multiplicity: 5
Frontier orbital gap (alpha / beta) (eV): 6.1 / 7.6

Positions of all 74 atoms, in Å:
Mn1 -7.677 0.203 21.144
O1 -8.337 -1.453 22.319
C1 -8.025 -1.795 23.529
C2 -8.805 -2.687 24.295
C3 -8.474 -3.102 25.581
C4 -7.341 -2.622 26.217
C5 -6.553 -1.707 25.558
C6 -6.890 -1.254 24.263
C7 -6.153 -0.183 23.636
N1 -6.136 0.213 22.344
C8 -5.176 1.216 22.244
C9 -4.640 1.428 23.487
N2 -5.247 0.537 24.340
H1 -9.738 -3.008 23.879
H2 -9.156 -3.770 26.093
H3 -7.073 -2.956 27.207
H4 -5.650 -1.351 26.041
H5 -4.988 1.609 21.258
H6 -3.861 2.090 23.790
H7 -5.139 0.361 25.331
C10 -12.186 2.570 19.957
C11 -10.909 2.063 19.317
N3 -9.787 2.948 19.536
C12 -9.185 3.056 20.739
S1 -9.431 1.969 22.053
N4 -8.214 3.972 20.884
C13 -7.935 5.044 19.955
C14 -9.038 6.106 19.855
H8 -13.050 1.939 19.693
H9 -12.394 3.609 19.665
H10 -12.055 2.585 21.054
H11 -11.016 1.988 18.234
H12 -10.634 1.073 19.700
H13 -9.572 3.625 18.814
H14 -7.785 3.973 21.793
H15 -7.709 4.622 18.973
H16 -7.027 5.540 20.314
H17 -10.025 5.708 19.602
H18 -8.749 6.841 19.114
H19 -9.143 6.603 20.815
C15 -6.346 1.300 19.686
C16 -5.784 2.026 18.855
C17 -5.286 3.038 17.951
C18 -5.608 3.057 16.574
C19 -5.227 4.120 15.765
C20 -4.503 5.164 16.305
C21 -4.112 5.153 17.634
C22 -4.554 4.137 18.457
H20 -6.200 2.236 16.180
H21 -5.429 4.105 14.693
H22 -4.258 6.013 15.682
H23 -3.468 5.956 18.020
H24 -4.327 4.148 19.530
C23 -4.174 -2.188 20.193
C24 -4.751 -2.562 18.860
C25 -3.969 -2.693 17.705
C26 -4.494 -3.010 16.449
Cl1 -3.458 -3.289 15.113
C27 -5.892 -3.093 16.277
C28 -6.698 -2.894 17.399
C29 -6.147 -2.741 18.691
O2 -6.906 -2.706 19.822
C30 -8.356 -2.881 19.755
C31 -9.142 -1.644 19.270
O3 -9.980 -1.815 18.383
O4 -8.852 -0.447 19.765
H25 -3.177 -2.637 20.300
H26 -4.835 -2.479 21.010
H27 -4.071 -1.095 20.293
H28 -2.885 -2.611 17.763
H29 -6.288 -3.289 15.275
H30 -7.796 -2.887 17.293
H31 -8.615 -3.135 20.794
H32 -8.617 -3.756 19.155

[6]
C31H32ClMoN2O7STe | ωB97M-V/def2-TZVPD

Total charge: +1
F_max (eV/Å): 1.5
Energy relative to the best compared isomer or geometry (same formula, charge and spin) (kcal/mol): 17.9
LUMO level (alpha / beta) (eV): -4.20 / -4.45
Multiplicity: 3
Frontier orbital gap (alpha / beta) (eV): 7.1 / 6.9

Positions of all 76 atoms, in Å:
Mo1 -0.152 0.215 0.488
C1 2.440 -0.146 -5.217
C2 2.601 -0.085 -3.697
C3 3.179 1.262 -3.257
C4 1.292 -0.356 -2.994
C5 0.163 0.445 -3.224
C6 -1.036 0.186 -2.600
C7 -1.176 -0.885 -1.693
C8 -2.545 -1.371 -1.291
C9 -0.031 -1.646 -1.422
C10 1.172 -1.397 -2.097
H1 3.403 0.005 -5.704
H2 1.764 0.637 -5.569
H3 2.041 -1.109 -5.538
H4 3.298 -0.871 -3.393
H5 2.559 2.080 -3.628
H6 4.182 1.395 -3.663
H7 3.233 1.332 -2.170
H8 0.221 1.269 -3.926
H9 -1.905 0.781 -2.849
H10 -3.215 -0.549 -1.048
H11 -2.496 -2.056 -0.445
H12 -2.981 -1.918 -2.129
H13 -0.117 -2.516 -0.778
H14 2.018 -2.050 -1.929
Cl1 -6.636 1.019 4.103
C11 -5.265 0.972 3.061
C12 -5.134 1.951 2.060
C13 -4.062 1.953 1.204
C14 -3.053 0.980 1.322
O1 -2.044 1.001 0.484
C15 -3.205 -0.002 2.315
C16 -2.276 -1.058 2.366
O2 -1.252 -1.172 1.659
C17 -4.317 0.000 3.183
H15 -5.900 2.710 1.976
H16 -3.969 2.710 0.436
H17 -2.470 -1.885 3.058
H18 -4.402 -0.776 3.933
N1 4.597 -3.695 4.532
C18 4.444 -3.768 3.188
O3 5.087 -4.497 2.466
C19 3.347 -2.911 2.606
C20 2.157 -2.631 3.258
C21 1.197 -1.874 2.616
N2 1.364 -1.366 1.390
C22 2.538 -1.606 0.784
C23 3.527 -2.391 1.335
H19 5.360 -4.213 4.938
H20 4.208 -2.934 5.060
H21 1.950 -3.008 4.250
H22 0.269 -1.653 3.114
H23 2.696 -1.119 -0.161
H24 4.441 -2.583 0.792
C24 -1.995 3.282 -1.773
Te1 -0.516 3.081 -0.245
C25 0.808 3.870 -1.718
C26 0.112 3.725 -3.045
C27 0.810 3.862 -4.241
C28 0.171 3.662 -5.455
C29 -1.177 3.334 -5.483
C30 -1.886 3.222 -4.297
C31 -1.250 3.417 -3.076
H25 -2.568 4.181 -1.535
H26 -2.673 2.430 -1.741
H27 1.755 3.336 -1.659
H28 0.994 4.911 -1.452
H29 1.862 4.119 -4.218
H30 0.724 3.762 -6.380
H31 -1.676 3.171 -6.429
H32 -2.942 2.979 -4.320
O4 2.032 3.076 1.095
S1 2.004 1.674 1.408
O5 0.633 1.285 2.041
O6 1.737 0.887 0.057
O7 3.088 1.107 2.127

Question: Among the records above, which one has the highest F_max?
Answer: C31H32BF3N4O3